No. 1
# C25H17N7Pt

A molecular structure, C25H17N7Pt (the ωB97M-V functional and the def2-TZVPD basis, the OMol25 dataset).

Summary:
Lowest unoccupied orbital energy (alpha / beta) in eV: -11.7852 / -15.2004
Total charge: +4
Largest force on an atom in hartree/bohr: 0.00734
Gap between HOMO and LUMO (alpha / beta) in eV: 5.802 / 5.063
2S+1: 5
E in eV: -39832.977
Energy above the lowest of the compared OMol25 structures with the same formula, charge and spin in kJ/mol: 0.0

Element x y z (Å)
Pt 0.1411 0.8262 -0.0965
C 3.9955 -0.0249 -1.9343
C 2.9001 0.6904 -1.4381
N 1.8679 0.0585 -0.8988
C 1.9089 -1.3043 -0.8451
C 3.0090 -1.9775 -1.3449
N 4.0454 -1.3424 -1.8861
C 0.7309 -1.9434 -0.2370
C 0.5134 -3.3104 -0.0587
C -0.6775 -3.7734 0.5544
C -1.6081 -2.8382 0.9636
C -1.3703 -1.4394 0.7687
N -0.1821 -1.0644 0.1641
C -2.1803 -0.3878 1.1054
C -3.5033 -0.4927 1.7557
N -4.2266 0.5211 2.0521
C -3.7208 1.7569 1.7367
C -2.4635 1.9304 1.1131
N -1.6838 0.9250 0.7895
C -0.9206 -5.2407 0.7502
C -1.9700 -5.6935 1.5667
C -2.1589 -7.0613 1.7606
N -1.3448 -7.8231 1.0787
C -0.3586 -7.5511 0.2655
C -0.1003 -6.1883 0.1161
H 4.8362 0.4977 -2.3742
H 2.8652 1.7684 -1.4802
H 3.0708 -3.0583 -1.3151
H 1.2790 -3.9987 -0.3792
H -2.5387 -3.1397 1.4184
H -3.8906 -1.4771 1.9968
H -4.3253 2.6188 1.9838
H -2.1170 2.9301 0.8876
H -2.5895 -5.0390 2.1619
H -2.8361 -7.4964 2.4883
H 0.1229 -8.3411 -0.3013
H 0.6731 -5.9294 -0.5918
N 0.4827 2.8314 -0.3932
C 0.6846 3.9459 -0.5640
C 0.9429 5.3554 -0.7814
C 1.6017 6.1105 0.1874
C 1.8562 7.5145 -0.0378
C 1.4545 8.1328 -1.2110
C 0.8002 7.3787 -2.1721
C 0.5377 5.9735 -1.9631
H 1.9335 5.6666 1.1189
H 2.3707 8.0707 0.7374
H 1.6481 9.1857 -1.3739
H 0.4707 7.8266 -3.1026
H 0.0237 5.4211 -2.7411

***

No. 2
# C4H6N2O

A single C4H6N2O molecule in a non-equilibrium geometry (the ωB97M-V functional and the def2-TZVPD basis, the OMol25 dataset).

Summary:
Lowest unoccupied orbital energy in eV: 0.9563
SMILES string: Nc1[nH]ccc1O
Largest force on an atom in hartree/bohr: 0.03144
Gap between HOMO and LUMO in eV: 8.648
E in eV: -9271.802
Energy above the lowest of the compared OMol25 structures with the same formula, charge and spin in kJ/mol: 164.0

Element x y z (Å)
N -0.5800 1.8276 0.8531
C -0.3775 0.5553 0.2900
C 0.4855 0.1370 -0.6803
O 1.2136 0.9259 -1.5284
C 0.6096 -1.2672 -0.6039
C -0.3195 -1.6978 0.3243
N -0.8979 -0.5926 0.8651
H -1.3483 2.3196 0.4147
H 0.2626 2.3747 0.7006
H 1.4685 0.3445 -2.2590
H 1.6306 -1.5957 -0.6392
H -0.6483 -2.6925 0.5979
H -1.5097 -0.5877 1.6632

***

No. 3
# C18H44IrNO2P2Si2

A molecular structure, C18H44IrNO2P2Si2 in a non-equilibrium geometry (the ωB97M-V functional and the def2-TZVPD basis, the OMol25 dataset).

Summary:
Lowest unoccupied orbital energy (alpha / beta) in eV: -2.4981 / -6.4702
Total charge: +1
Largest force on an atom in hartree/bohr: 0.07897
Gap between HOMO and LUMO (alpha / beta) in eV: 4.908 / 5.594
2S+1: 6
E in eV: -62124.454

Element x y z (Å)
C 2.1414 -3.5326 -0.0616
C 1.7997 -2.1538 0.1160
N 0.4568 -1.8183 0.1387
C -0.4645 -2.7519 0.3618
C -0.1308 -4.1101 0.4644
C 1.1845 -4.5090 0.1919
C 2.7154 -1.1369 0.3940
P 2.0891 0.4923 0.7725
Ir -0.1542 0.2710 0.1604
P -2.1669 -0.7456 -0.3877
C -1.8729 -2.2458 0.5930
O 3.6152 -0.8862 -3.2208
O 1.7422 1.5875 -3.1231
H 3.1689 -3.7853 -0.3143
H -0.9221 -4.8129 0.6965
H 1.4434 -5.5699 0.1979
C 2.3252 0.1914 2.5890
C 3.2188 1.8428 0.2594
H -2.6044 -3.0168 0.3371
H -1.9706 -1.9551 1.6501
H 3.7657 -1.0133 -2.2663
H 3.7471 -1.4081 0.5173
C -3.7084 -0.0421 0.1630
C -2.4184 -1.4018 -2.0742
H 0.0732 0.3273 -1.5059
H 1.2153 1.5153 -3.9444
H 2.0646 0.6965 -2.8610
H 3.2881 -1.7482 -3.5474
H -0.6293 0.3124 1.7285
H -0.7012 0.2910 -1.6530
H 3.2488 -0.4014 2.6696
H 2.4020 1.0876 3.2081
H 1.4797 -0.4275 2.9181
H 4.2286 1.6317 0.6558
H 3.2286 1.8469 -0.8452
H 2.8947 2.8347 0.6245
H -3.3050 -2.0508 -2.0457
H -2.5902 -0.6156 -2.8179
H -1.5638 -2.0108 -2.3981
H -4.4892 -0.7944 -0.0060
H -3.6366 0.1833 1.2328
H -3.9551 0.8713 -0.3874
C -2.0336 2.6322 2.5854
Si -0.5685 3.2640 1.5957
C -0.7109 5.1484 1.3701
C 0.9223 3.1410 2.7388
C -0.4371 2.3052 -0.0734
Si -1.7602 3.0826 -1.2860
C -1.1405 4.6768 -2.1026
C -2.3746 2.0289 -2.7167
C -3.3651 3.5613 -0.3738
H -1.8528 2.8786 3.6422
H -2.1449 1.5426 2.5185
H -2.9836 3.0939 2.2958
H -0.3747 5.5982 2.3175
H -0.0461 5.5263 0.5830
H -1.7222 5.5247 1.1752
H 0.7873 2.3435 3.4805
H 1.8748 2.9827 2.2207
H 1.0112 4.0877 3.2944
H 0.5282 2.6139 -0.5373
H -0.2782 4.4704 -2.7531
H -1.9501 5.0704 -2.7383
H -0.8563 5.4715 -1.4021
H -3.2398 1.4073 -2.4507
H -2.7294 2.7247 -3.4971
H -1.5971 1.4076 -3.1748
H -3.7530 2.7674 0.2750
H -3.2659 4.4717 0.2309
H -4.1307 3.7635 -1.1397

***

No. 4
# C24H57NOP2RuSi4

A molecular structure, C24H57NOP2RuSi4 in a non-equilibrium geometry (the ωB97M-V functional and the def2-TZVPD basis, the OMol25 dataset).

Summary:
Lowest unoccupied orbital energy (alpha / beta) in eV: 0.6129 / -1.3328
Largest force on an atom in hartree/bohr: 0.05770
Gap between HOMO and LUMO (alpha / beta) in eV: 6.480 / 5.834
2S+1: 5
E in eV: -82020.188

Element x y z (Å)
Ru -0.0891 -0.7611 -1.0533
P 2.1622 -1.0502 -1.6699
P -2.3529 -0.7965 -1.3399
N -0.1369 0.1137 -2.6584
H 1.1351 -3.1410 0.1473
C 2.4986 -2.5943 -2.5961
H 3.5869 -2.7621 -2.7031
H 2.0459 -2.5120 -3.5942
H 2.0500 -3.4533 -2.0764
C 3.3444 -1.0815 -0.3043
H 4.3694 -1.2616 -0.6571
H 3.0612 -1.8662 0.4001
H 3.3045 -0.1117 0.1975
C 2.9088 0.2606 -2.7349
H 4.0087 0.1771 -2.7278
H 2.6377 1.2535 -2.3500
H 2.5425 0.1533 -3.7690
C -2.9871 -2.2453 -2.2669
H -4.0912 -2.2842 -2.2820
H -2.6012 -3.1573 -1.7925
H -2.6019 -2.1928 -3.2950
C -3.2299 -0.9653 0.2278
H -4.3148 -1.0419 0.0917
H -3.0113 -0.0795 0.8345
H -2.8510 -1.8639 0.7363
C -3.0580 0.6362 -2.2334
H -4.1517 0.6773 -2.1282
H -2.8084 0.5439 -3.3028
H -2.6367 1.5736 -1.8505
C -0.1118 0.7859 -3.8109
C -0.0641 0.9137 -6.2535
C -0.0919 0.1435 -5.1024
C -0.0674 2.2195 -3.7691
C -0.0527 2.9670 -4.9291
C -0.0464 2.3156 -6.1722
H -0.0581 0.4274 -7.2330
H -0.1111 -0.9487 -5.1278
H -0.0443 2.6837 -2.7780
H -0.0439 4.0576 -4.8493
H -0.0260 2.9107 -7.0774
C 0.1011 -3.4906 -0.0148
O -0.4399 -2.6758 -1.0266
C 0.1946 -4.9509 -0.5288
H 0.0526 -5.6443 0.3159
H 1.1879 -5.1166 -0.9633
H -0.5704 -5.1728 -1.2913
C -0.6336 -3.4163 1.3109
H -1.6412 -3.8292 1.2213
H -0.7091 -2.3984 1.6983
H -0.0855 -4.0119 2.0487
C -3.2256 1.7876 2.4784
Si -1.7289 0.7736 3.0818
C -1.4583 1.7034 4.7278
C -2.2316 -0.9800 3.5768
Si -0.0306 0.3759 1.3108
Si 0.2575 2.6314 0.7385
C 0.4349 3.6448 2.3212
C 1.7984 2.9195 -0.2933
C -1.2467 3.2395 -0.2121
Si 1.7809 -0.0514 2.8815
C 1.4902 0.3811 4.7051
C 2.1303 -1.9165 2.9310
C 3.3528 0.9741 2.5312
H -3.8953 1.8869 3.3526
H -3.8163 1.3318 1.6739
H -2.9369 2.8012 2.1611
H -2.4515 1.9804 5.1141
H -0.9808 1.0757 5.4901
H -0.8755 2.6264 4.6329
H -2.7671 -1.5110 2.7758
H -2.9117 -0.8960 4.4424
H -1.3644 -1.5895 3.8790
H 1.1734 3.2411 3.0250
H 0.7739 4.6483 2.0173
H -0.5174 3.7618 2.8546
H 1.6680 2.5813 -1.3278
H 1.9869 4.0039 -0.3235
H 2.6965 2.4385 0.1093
H -1.2817 2.8214 -1.2230
H -2.2030 3.0146 0.2725
H -1.1695 4.3325 -0.3121
H 0.7149 -0.2463 5.1604
H 2.4349 0.1943 5.2447
H 1.2204 1.4313 4.8624
H 2.3671 -2.3767 1.9638
H 2.9931 -2.0717 3.6035
H 1.2722 -2.4561 3.3589
H 3.9728 0.9144 3.4439
H 3.1272 2.0372 2.3485
H 3.9730 0.6046 1.7043

***

No. 5
# C52H42N2O3P3ReS4

A molecular structure, C52H42N2O3P3ReS4 (the ωB97M-V functional and the def2-TZVPD basis, the OMol25 dataset).

Summary:
Lowest unoccupied orbital energy (alpha / beta) in eV: 2.1873 / 2.1890
Total charge: -1
Largest force on an atom in hartree/bohr: 0.00493
Gap between HOMO and LUMO (alpha / beta) in eV: 6.580 / 6.860
2S+1: 2
E in eV: -137071.294
Energy above the lowest of the compared OMol25 structures with the same formula, charge and spin in kJ/mol: 0.0

Element x y z (Å)
Re 0.3156 -1.3248 -0.4189
S 1.7883 -0.9690 -2.5006
P 0.3631 0.3924 -2.8170
C -0.7319 0.0166 -1.5691
P -1.4187 1.1151 -0.4408
S -0.3066 0.6155 1.1448
C -3.2107 0.8986 -0.3169
C -3.9508 1.7719 0.4764
C -5.3281 1.6460 0.5525
C -5.9705 0.6489 -0.1713
C -5.2338 -0.2243 -0.9576
C -3.8543 -0.1048 -1.0277
C -1.3669 2.8982 -0.8241
C -2.2117 3.4233 -1.8021
C -2.2022 4.7796 -2.0773
C -1.3571 5.6247 -1.3665
C -0.5175 5.1072 -0.3933
C -0.5169 3.7437 -0.1243
C -0.3515 0.3464 -4.4791
C 0.4698 0.3822 -5.6033
C -0.0881 0.3359 -6.8694
C -1.4689 0.2546 -7.0169
C -2.2883 0.2139 -5.8993
C -1.7294 0.2561 -4.6278
C 1.1260 2.0398 -2.6815
C 2.0889 2.2112 -1.6839
C 2.6966 3.4425 -1.5124
C 2.3498 4.5104 -2.3313
C 1.3862 4.3480 -3.3133
C 0.7726 3.1138 -3.4882
H -3.4497 2.5483 1.0437
H -5.8986 2.3194 1.1799
H -7.0473 0.5462 -0.1115
H -5.7326 -1.0175 -1.5000
H -3.2615 -0.8128 -1.5925
H -2.8923 2.7687 -2.3357
H -2.8606 5.1818 -2.8374
H -1.3557 6.6877 -1.5748
H 0.1443 5.7635 0.1584
H 0.1380 3.3255 0.6321
H 1.5461 0.4338 -5.4812
H 0.5502 0.3572 -7.7436
H -1.9038 0.2141 -8.0078
H -3.3623 0.1400 -6.0138
H -2.3559 0.1996 -3.7443
H 2.3586 1.3707 -1.0526
H 3.4428 3.5683 -0.7374
H 2.8269 5.4739 -2.1985
H 1.1062 5.1832 -3.9431
H 0.0181 2.9896 -4.2560
C 0.0523 -4.1385 -3.9207
O 1.0942 -4.9054 -3.3227
C 0.9975 -5.1953 -1.9912
C 1.4147 -6.4505 -1.5886
C 1.3853 -6.8282 -0.2477
C 0.9027 -5.9487 0.6967
C 0.4856 -4.6701 0.3144
C -0.0985 -3.7949 1.3044
N -0.4189 -2.5543 1.1740
N -0.9824 -2.0345 2.3423
C -2.2160 -1.5898 2.1461
O -2.8694 -1.5743 1.0839
C -2.8484 -1.0270 3.4000
C -2.2191 -1.0667 4.6420
C -2.8338 -0.5123 5.7547
C -4.0831 0.0879 5.6401
C -4.7178 0.1183 4.4065
C -4.1043 -0.4429 3.2945
C 0.5634 -4.2667 -1.0214
O 0.2299 -3.0442 -1.3883
H 0.0969 -4.3646 -4.9856
H -0.9224 -4.4370 -3.5257
H 0.1930 -3.0722 -3.7546
H 1.7720 -7.1289 -2.3536
H 1.7277 -7.8130 0.0422
H 0.8480 -6.2238 1.7429
H -0.3189 -4.2279 2.2744
H -1.2521 -1.5456 4.7132
H -2.3394 -0.5520 6.7187
H -4.5612 0.5215 6.5108
H -5.6940 0.5806 4.3107
H -4.5773 -0.4403 2.3208
S 2.2652 -2.9837 3.6414
P 2.8317 -1.4768 2.5332
S 2.5514 -1.5155 0.4878
C 2.1888 0.1226 3.1371
C 1.2169 0.1551 4.1230
C 0.7092 1.3722 4.5615
C 1.1925 2.5573 4.0325
C 2.1770 2.5295 3.0499
C 2.6624 1.3176 2.5937
C 4.6506 -1.2404 2.6364
C 5.3221 -1.7279 3.7521
C 6.6866 -1.5212 3.8971
C 7.3947 -0.8322 2.9241
C 6.7345 -0.3567 1.7995
C 5.3706 -0.5610 1.6547
H 0.8462 -0.7825 4.5145
H -0.0765 1.3895 5.3060
H 0.7958 3.5054 4.3758
H 2.5500 3.4544 2.6250
H 3.3891 1.2961 1.7903
H 4.7605 -2.2783 4.4963
H 7.1980 -1.9066 4.7706
H 8.4608 -0.6752 3.0348
H 7.2845 0.1655 1.0263
H 4.8673 -0.2206 0.7595

***

No. 6
# C20H22BNO5

A single C20H22BNO5 molecule in a non-equilibrium geometry (the ωB97M-V functional and the def2-TZVPD basis, the OMol25 dataset).

Summary:
Lowest unoccupied orbital energy in eV: 0.4302
SMILES string: Cc1cccc2c(C[C@@H](NC(=O)[C@H](CO)c3ccccc3)B(O)O)coc12
Largest force on an atom in hartree/bohr: 0.09696
Gap between HOMO and LUMO in eV: 8.708
E in eV: -33502.446
Energy above the lowest of the compared OMol25 structures with the same formula, charge and spin in kJ/mol: 177.1

Element x y z (Å)
O 1.1019 1.4239 -1.8742
O -0.3274 4.6415 1.3597
O 0.6018 4.0036 -0.8337
O 2.9144 -0.5250 3.3003
O 1.0260 -1.2170 -3.4843
B 0.1555 3.6792 0.4652
C 0.2565 0.7785 -1.2937
C 2.3885 0.6850 3.1684
C 1.1311 0.6316 2.6939
C -3.7027 0.9242 -4.5224
C -0.4338 -2.8155 2.3937
C -2.5381 0.3224 -5.0123
C -3.7433 1.2233 -3.1651
C -0.4569 -1.4609 2.3462
C 0.7105 -3.4984 2.6944
C -1.4727 -0.2009 -4.1966
C -2.6291 0.9320 -2.3758
C 1.9123 -1.4615 2.8824
C 0.7498 -0.7244 2.6142
C 1.9352 -2.8408 2.9168
C -1.5460 0.1624 -2.8287
N -0.0512 1.0623 0.0302
C 3.0309 -3.4864 3.6326
C 0.3610 -1.5135 -2.2734
C 0.3022 1.8368 2.2658
C -0.5310 -0.3247 -1.8594
C 0.4756 2.1053 0.8336
H -0.4067 5.3385 0.7231
H 0.8532 3.0998 -1.1983
H 1.5785 -0.3777 -3.3771
H 3.0235 1.4751 3.4162
H -4.5522 1.0508 -5.1270
H -1.3479 -3.3567 2.3672
H -2.4551 0.1481 -6.0601
H -4.5261 1.8329 -2.7514
H -1.3840 -0.9357 2.2236
H 0.6260 -4.5693 2.8443
H -0.6529 -0.7583 -4.4935
H -2.7576 1.1587 -1.3265
H -0.9094 0.6683 0.5077
H 3.2426 -4.5117 3.3138
H 2.9103 -3.3614 4.7174
H 3.9838 -2.9507 3.3800
H 1.1817 -1.6805 -1.5765
H -0.1779 -2.4636 -2.3671
H -0.7702 1.6862 2.4042
H 0.5503 2.6631 2.9553
H -1.1272 -0.6623 -1.0064
H 1.4965 2.1633 0.5534

***

Please write out number 6 again, unchanged.
# C20H22BNO5

A single C20H22BNO5 molecule in a non-equilibrium geometry (the ωB97M-V functional and the def2-TZVPD basis, the OMol25 dataset).

Summary:
Lowest unoccupied orbital energy in eV: 0.4302
SMILES string: Cc1cccc2c(C[C@@H](NC(=O)[C@H](CO)c3ccccc3)B(O)O)coc12
Largest force on an atom in hartree/bohr: 0.09696
Gap between HOMO and LUMO in eV: 8.708
E in eV: -33502.446
Energy above the lowest of the compared OMol25 structures with the same formula, charge and spin in kJ/mol: 177.1

Element x y z (Å)
O 1.1019 1.4239 -1.8742
O -0.3274 4.6415 1.3597
O 0.6018 4.0036 -0.8337
O 2.9144 -0.5250 3.3003
O 1.0260 -1.2170 -3.4843
B 0.1555 3.6792 0.4652
C 0.2565 0.7785 -1.2937
C 2.3885 0.6850 3.1684
C 1.1311 0.6316 2.6939
C -3.7027 0.9242 -4.5224
C -0.4338 -2.8155 2.3937
C -2.5381 0.3224 -5.0123
C -3.7433 1.2233 -3.1651
C -0.4569 -1.4609 2.3462
C 0.7105 -3.4984 2.6944
C -1.4727 -0.2009 -4.1966
C -2.6291 0.9320 -2.3758
C 1.9123 -1.4615 2.8824
C 0.7498 -0.7244 2.6142
C 1.9352 -2.8408 2.9168
C -1.5460 0.1624 -2.8287
N -0.0512 1.0623 0.0302
C 3.0309 -3.4864 3.6326
C 0.3610 -1.5135 -2.2734
C 0.3022 1.8368 2.2658
C -0.5310 -0.3247 -1.8594
C 0.4756 2.1053 0.8336
H -0.4067 5.3385 0.7231
H 0.8532 3.0998 -1.1983
H 1.5785 -0.3777 -3.3771
H 3.0235 1.4751 3.4162
H -4.5522 1.0508 -5.1270
H -1.3479 -3.3567 2.3672
H -2.4551 0.1481 -6.0601
H -4.5261 1.8329 -2.7514
H -1.3840 -0.9357 2.2236
H 0.6260 -4.5693 2.8443
H -0.6529 -0.7583 -4.4935
H -2.7576 1.1587 -1.3265
H -0.9094 0.6683 0.5077
H 3.2426 -4.5117 3.3138
H 2.9103 -3.3614 4.7174
H 3.9838 -2.9507 3.3800
H 1.1817 -1.6805 -1.5765
H -0.1779 -2.4636 -2.3671
H -0.7702 1.6862 2.4042
H 0.5503 2.6631 2.9553
H -1.1272 -0.6623 -1.0064
H 1.4965 2.1633 0.5534